No. 1
This record from the OMol25 dataset describes one molecule with the formula C4H12OSi2. The level of theory is the ωB97M-V functional and the def2-TZVPD basis.

Structure (XYZ):
```
19
Properties=species:S:1:pos:R:3:forces:R:3
C -1.13668 2.77714 0.56474 -1.2838 -1.8321 -0.4913
C -1.34359 1.55350 0.03519 -0.3604 0.4520 -0.5908
Si -0.29555 0.05096 -0.44193 -0.9627 0.5310 -2.4256
C -1.07719 -1.37589 0.44008 -0.3433 -1.4232 -1.2873
C -0.36962 -2.66992 0.10131 2.4656 -2.4587 -0.8610
O 1.27378 0.05160 -0.12669 0.2821 0.2293 0.7375
Si 2.62024 0.99331 -0.15307 -0.4943 -2.2313 -2.7174
H -1.95412 3.46614 0.81422 0.4670 -0.2299 -0.2855
H -0.14929 3.00663 0.82705 1.2247 0.7825 0.5255
H -2.36888 1.29810 -0.29959 0.2272 0.2688 0.4084
H -0.26998 -0.09725 -2.20173 -0.4785 0.1243 2.7140
H -1.20193 -1.32646 1.48048 0.2364 0.8058 1.6307
H -2.08947 -1.58737 0.10231 -0.3903 0.5978 -0.2524
H -0.64838 -2.98609 -0.90926 0.0383 0.2673 -0.1695
H 0.81323 -2.61199 0.00873 -2.3689 -0.0398 0.6666
H -0.64749 -3.63666 0.66704 0.4548 1.8299 -0.1699
H 3.43505 0.33464 -1.25146 -0.0539 0.7209 0.2273
H 3.27194 0.49354 0.97499 1.0123 0.5841 1.8720
H 2.13794 2.26608 -0.63242 0.3275 1.0212 0.4687
```
Positions in Å, forces in eV/Å.

Computed properties:
LUMO level: 0.03120 Ha
E: -22145.0058 eV
energy above the lowest of the compared OMol25 structures with the same formula, charge and spin: 192.9 kJ/mol
total charge: 0
largest force on an atom: 3.6 eV/Å
SMILES: C=C[Si@H](CC)O[SiH3]

=====

No. 2
This record from the OMol25 dataset describes one molecule with the formula C17H20BrFN6O2. The level of theory is the ωB97M-V functional and the def2-TZVPD basis.

Structure (XYZ):
```
47
Properties=species:S:1:pos:R:3:forces:R:3
O 2.90122 -0.51286 -0.08761 0.2323 0.4475 -0.0548
C 2.55250 -1.61448 0.25694 -0.0971 0.0745 0.2812
N 2.51727 -1.95115 1.56107 -0.2788 -0.5112 -0.3573
C 2.86645 -1.03712 2.61390 0.3971 -0.0065 0.5179
C 1.80089 -0.00011 2.93079 0.2709 0.3283 0.0752
C 0.53156 -0.62164 3.43359 -0.1357 -0.5031 0.4072
F 0.67023 -0.98023 4.82478 -0.1019 0.4135 -1.3046
C -0.69108 0.27008 3.31304 -0.3069 -0.0129 0.6773
N -1.07373 0.53621 1.94937 0.6464 -0.6407 1.4442
C -0.91327 1.67082 1.27797 -0.1267 0.4824 -0.3187
C -1.41393 1.37438 0.04749 0.0112 0.2932 -0.7182
C -1.55041 2.27226 -1.11061 0.3487 0.0164 -0.2003
C -2.72373 3.18035 -1.04703 -0.1171 0.0487 0.1444
C -3.18656 3.95675 -2.23181 0.0096 0.1771 -0.1632
C -3.99604 2.80085 -1.73188 -0.2916 -0.0624 0.1579
C -0.27435 2.78655 -1.71879 0.3573 0.2371 0.0136
C -1.08577 1.75844 -2.42835 -0.1685 -0.0505 -0.4096
N -1.80683 0.07676 0.04641 -0.3135 0.3816 -1.2414
N -1.59131 -0.42195 1.19565 0.0065 -0.7750 0.9632
C 2.07760 -2.59260 -0.84296 0.3729 -0.8280 0.8502
N 1.95636 -1.91130 -1.95574 -0.1394 0.9389 -0.3999
C 1.56773 -2.52357 -3.03234 -0.0575 1.2373 -1.1571
N 1.28426 -3.78759 -3.16517 -0.4259 -0.0795 -1.4057
C 1.41873 -4.49333 -2.09725 0.1499 -0.5797 0.8828
O 1.16290 -5.78037 -2.18981 -0.4248 -1.2453 -0.5424
C 1.82937 -3.97030 -0.87677 0.2379 0.2911 0.7618
Br 2.01395 -5.30073 0.46488 0.1444 0.7043 0.4564
H 2.27089 -2.87658 1.81706 -0.2189 -0.7410 0.0847
H 3.03647 -1.65399 3.49719 0.0312 0.0637 0.0809
H 3.80726 -0.54546 2.38487 0.0792 0.0895 -0.1574
H 2.19010 0.68787 3.69032 -0.0676 -0.0755 -0.0106
H 1.60674 0.60774 2.04252 -0.0818 -0.1605 -0.0534
H 0.33764 -1.55216 2.88509 -0.0718 0.0809 0.2286
H -1.52846 -0.21268 3.81426 -0.0029 -0.0296 0.0349
H -0.52361 1.23217 3.79831 0.0835 -0.0362 0.0348
H -0.49095 2.56006 1.70913 -0.0025 0.0226 0.0008
H -2.81011 3.66695 -0.08701 -0.1471 0.1665 0.1169
H -3.55648 4.95287 -2.06594 -0.1183 0.1759 0.1024
H -2.65238 3.86075 -3.16306 0.0549 -0.1294 -0.1271
H -4.00071 1.88699 -2.29914 0.1411 -0.1704 -0.1647
H -4.92683 2.98867 -1.22504 -0.1590 0.1642 0.0529
H -0.26266 3.79443 -2.10058 -0.1632 0.1493 -0.0770
H 0.66597 2.48239 -1.28935 0.1041 -0.1615 0.1033
H -0.71575 0.75682 -2.46009 0.1993 -0.4451 0.0753
H -1.63357 2.03474 -3.31687 -0.0336 0.1242 -0.0330
H 1.46894 -1.91439 -3.92070 0.0037 0.0800 -0.1245
H 0.87350 -5.94133 -3.11074 0.1702 0.0553 0.4721
```
Positions in Å, forces in eV/Å.

Computed properties:
LUMO level: 0.00091 Ha
E: -103747.1471 eV
energy above the lowest of the compared OMol25 structures with the same formula, charge and spin: 104.8 kJ/mol
total charge: 0
largest force on an atom: 1.7 eV/Å
SMILES: O=C(NCC[C@@H](F)Cn1cc(C2(C3CC3)CC2)nn1)c1ncnc(O)c1Br

=====

No. 3
This record from the OMol25 dataset describes one molecule with the formula C13H15N7O3S. The level of theory is the ωB97M-V functional and the def2-TZVPD basis.

Structure (XYZ):
```
39
Properties=species:S:1:pos:R:3:forces:R:3
C -2.22768 -6.20358 2.88402 1.1750 3.4937 1.4402
C -2.16418 -5.14609 2.06990 0.1257 -2.3752 -1.2196
C -1.69489 -3.76384 2.36732 -4.0607 -4.4584 2.3807
O -1.87670 -3.50844 3.53508 1.4518 2.2802 0.7531
N -1.42547 -3.05588 1.29590 -2.4974 -2.4415 0.4374
C -0.72551 -1.99248 1.34937 4.7744 6.1723 -0.0019
C -0.57616 -1.05112 2.37218 -4.7872 -4.3158 2.7512
C 0.29607 -0.08693 2.33213 2.8156 3.2693 1.7137
N 0.56689 0.69530 3.45626 -1.0144 0.0704 0.6876
N 1.07815 0.12938 1.31915 1.2752 -1.1345 -4.0588
C 0.91737 -0.75992 0.29368 -2.2656 0.4250 1.2228
S 1.64796 -0.42080 -1.28384 0.5626 -1.3141 -0.0941
C 1.21371 1.22398 -1.57897 1.5998 0.1423 -0.6530
C -0.02122 1.75576 -1.33832 -2.0767 -0.3892 -0.3841
O -1.04029 0.94203 -1.03668 -0.1475 -1.1840 1.3384
C -2.45254 1.18496 -0.77577 0.6373 0.2090 -1.3685
N -0.29150 2.98246 -1.58874 -0.4994 3.2887 -1.1143
C 0.64696 3.74431 -2.21384 -0.7695 -1.8866 2.5267
N 0.47135 5.03340 -2.28925 -3.0508 2.3020 0.9633
N 1.82516 3.35301 -2.54614 2.0842 -2.0896 -1.8900
C 2.05078 2.07276 -2.33751 1.8759 -1.6088 0.9190
O 3.24634 1.50161 -2.75703 -0.8653 1.5940 -0.3114
C 3.95812 2.23676 -3.79469 -3.0597 2.6406 0.3961
N 0.03972 -1.83548 0.29300 2.5060 2.1200 -1.6403
H -1.98336 -6.10823 3.93148 0.0013 -0.0926 0.1800
H -2.35347 -7.12455 2.47204 -0.8418 -2.4873 -0.8817
H -2.43001 -5.52506 1.09004 0.2390 0.9400 -0.8275
H -1.45238 -3.54082 0.43910 0.2634 -0.4861 -1.1058
H -1.06089 -1.21637 3.35942 -0.0339 0.0319 -1.0352
H -0.18277 0.85450 4.13025 0.3119 -0.4135 -0.4631
H 1.13914 1.51648 3.37142 0.1806 -0.1099 -0.5969
H -2.81364 2.16477 -1.00440 0.4068 0.9573 -0.6115
H -2.93740 0.50697 -1.49870 -0.0470 0.0614 0.8467
H -2.75541 1.08582 0.25793 0.5014 -0.8580 0.3097
H 1.07955 5.64647 -2.73310 1.3843 0.6180 -0.6747
H -0.06548 5.39350 -1.52554 -0.4920 0.4623 -0.1882
H 3.22156 2.68545 -4.54511 0.8574 -0.6471 1.0762
H 4.60830 3.06716 -3.48894 -0.4065 -0.2768 0.6607
H 4.52380 1.56271 -4.28305 1.8857 -2.5094 -1.4827
```
Positions in Å, forces in eV/Å.

Computed properties:
LUMO level: 0.01328 Ha
E: -41130.4522 eV
energy above the lowest of the compared OMol25 structures with the same formula, charge and spin: 230.2 kJ/mol
total charge: 0
largest force on an atom: 7.8 eV/Å
SMILES: C=CC(=O)Nc1cc(N)nc(Sc2c(OC)nc(N)nc2OC)n1

=====

Highest occupied orbital energy values (in eV) by entry order: -9.719; -9.297; -7.629.
HOMO-LUMO gap values (in eV) by entry order: 10.568; 9.321; 7.990.